[1]
Computed, not measured: C35H57MnN5O10S3Si as an isolated structure, with ωB97M-V with the def2-TZVPD basis set.

CARTESIAN COORDINATES (ANGSTROEM)
Mn  0.8081  -0.0945  0.1729
C  -2.6089  -2.4219  3.1107
C  -1.6705  -3.0157  2.0619
C  -1.4492  -4.5010  2.3426
C  -2.2440  -2.8035  0.6643
O  -0.4260  -2.3375  2.0616
Si  0.8233  -2.1067  3.0900
S  2.0491  -0.6318  2.3610
O  0.1029  -1.8045  4.5574
C  0.6374  -1.7777  5.8674
C  0.5135  -3.1784  6.4681
C  2.0954  -1.3235  5.8823
C  -0.2218  -0.7869  6.6486
O  1.5792  -3.5648  3.4012
C  2.5636  -4.2694  2.6500
C  3.9450  -3.7443  3.0337
C  2.4214  -5.7319  3.0660
C  2.3399  -4.1270  1.1487
H  -3.5865  -2.9092  3.0509
H  -2.7364  -1.3546  2.9329
H  -2.1994  -2.5545  4.1117
H  -2.3989  -5.0415  2.2957
H  -1.0076  -4.6422  3.3316
H  -0.7710  -4.9218  1.5985
H  -3.2614  -3.2001  0.5965
H  -1.6159  -3.3057  -0.0735
H  -2.2435  -1.7342  0.4379
H  1.0801  -3.8837  5.8597
H  -0.5342  -3.4882  6.4724
H  0.8908  -3.1984  7.4948
H  2.7234  -2.0317  5.3398
H  2.4537  -1.2529  6.9135
H  2.1940  -0.3535  5.3951
H  -1.2694  -1.0897  6.5989
H  -0.1319  0.2053  6.2044
H  0.0865  -0.7401  7.6967
H  4.0995  -3.8572  4.1103
H  4.0196  -2.6876  2.7751
H  4.7265  -4.2996  2.5078
H  2.5618  -5.8293  4.1452
H  3.1610  -6.3543  2.5558
H  1.4225  -6.0926  2.8134
H  2.4182  -3.0875  0.8331
H  1.3464  -4.4797  0.8697
H  3.0852  -4.7136  0.6041
O  2.6120  0.1204  -1.3784
N  3.0523  1.2721  -1.5926
N  2.4528  2.1908  -0.9057
O  1.4842  1.9357  -0.0639
C  2.8276  3.5412  -1.1076
C  2.2717  4.4984  -0.2661
C  2.6094  5.8333  -0.4365
C  3.4883  6.2187  -1.4393
C  4.0207  5.2517  -2.2853
C  3.6944  3.9150  -2.1324
H  1.5821  4.1674  0.4971
H  2.1772  6.5767  0.2232
H  3.7461  7.2627  -1.5717
H  4.6836  5.5417  -3.0916
H  4.0701  3.1635  -2.8094
C  0.1520  5.5139  -3.7055
N  -0.0641  4.1767  -3.2138
C  -0.8222  3.8210  -2.0994
C  -0.7032  2.4891  -1.9390
N  0.1177  2.0540  -2.9606
C  0.5260  3.0776  -3.7449
S  1.5265  3.0397  -5.1102
H  -0.3633  6.2098  -3.0451
H  -0.2264  5.6164  -4.7241
H  1.2185  5.7373  -3.7114
H  -1.3310  4.5588  -1.5049
H  -1.0476  1.8141  -1.1600
H  0.4361  1.0936  -3.0239
C  -0.8002  2.3508  2.1628
C  -1.5105  1.0454  1.7859
C  -3.0264  1.2693  1.7484
O  -1.0820  0.5566  0.5692
H  -1.1558  2.7419  3.1238
H  -0.9792  3.1031  1.3859
H  0.2755  2.1806  2.2265
H  -1.2977  0.3271  2.6028
H  -3.2590  2.0278  0.9937
H  -3.4204  1.5991  2.7166
H  -3.5317  0.3458  1.4568
C  -3.4159  4.5030  -4.3847
C  -3.1081  3.0602  -4.6788
C  -2.1259  2.7141  -5.6007
C  -1.8233  1.3852  -5.8512
C  -2.5147  0.3964  -5.1691
C  -3.4849  0.7162  -4.2304
C  -3.7800  2.0481  -3.9969
S  -2.0690  -1.2949  -5.4089
O  -1.8942  -1.5742  -6.8134
O  -3.0234  -2.1209  -4.7031
N  -0.6056  -1.2520  -4.6949
C  -0.0039  -2.5379  -4.3020
C  -0.3020  -2.8798  -2.8412
C  0.1247  -1.7814  -1.8683
O  0.7394  -2.1048  -0.8316
O  -0.1988  -0.5868  -2.1378
H  -2.9057  5.1648  -5.0849
H  -3.0870  4.7588  -3.3753
H  -4.4884  4.6985  -4.4446
H  -1.5547  3.4869  -6.1016
H  -1.0317  1.1207  -6.5393
H  -3.9761  -0.0770  -3.6838
H  -4.5219  2.3080  -3.2503
H  -0.6569  -0.6792  -3.8327
H  1.0736  -2.4455  -4.4517
H  -0.3632  -3.3240  -4.9685
H  0.2021  -3.8038  -2.5588
H  -1.3804  -3.0182  -2.7252

HOMO (spin up / spin down) (eV): -2.2 / -2.7
Total charge: -2
LUMO (spin up / spin down) (eV): 4.09 / 4.09
Calculated total energy (Eh): -5029.45961
Expectation value of S²: 8.753
2S+1: 6
Strongest force on any atom (Eh/bohr): 0.0031

=====

[2]
Computed, not measured: C35H57N5OsP2SSi as an isolated structure, with ωB97M-V with the def2-TZVPD basis set.

CARTESIAN COORDINATES (ANGSTROEM)
Os  0.0374  0.0742  0.2305
C  3.1316  -0.6866  -2.3708
C  2.4237  0.6099  -2.7627
C  3.3733  1.5162  -3.5420
P  1.6523  1.3480  -1.2206
C  1.2568  3.1235  -1.6911
C  2.3094  4.1860  -1.3982
C  -0.0578  3.5270  -1.0255
C  3.0353  1.2325  -0.0330
C  4.1658  2.0339  0.0341
C  5.0957  1.8546  1.0479
C  4.8747  0.9032  2.0321
C  3.7921  0.0582  1.9481
C  2.8876  0.1568  0.8803
N  1.8469  -0.7316  0.7159
C  1.9830  -2.0012  1.2402
C  3.2224  -2.6486  1.3877
C  3.3177  -3.8531  2.0524
C  2.1851  -4.4672  2.5716
C  0.9436  -3.9043  2.3346
C  0.8305  -2.7069  1.6407
P  -0.7523  -2.0015  1.1182
C  -1.4687  -3.3523  0.0121
C  -2.4004  -4.3357  0.7139
C  -0.3442  -4.1317  -0.6720
C  -1.7141  -2.0208  2.7083
C  -0.9429  -1.2581  3.7815
C  -3.1084  -1.4373  2.5313
H  3.4002  -1.2422  -3.2662
H  2.4777  -1.3157  -1.7661
H  4.0413  -0.4742  -1.8093
H  1.5749  0.3668  -3.4143
H  4.2450  1.7969  -2.9565
H  2.8910  2.4160  -3.9180
H  3.7292  0.9522  -4.4037
H  1.0910  3.0682  -2.7755
H  2.5555  4.2047  -0.3399
H  1.8930  5.1593  -1.6532
H  3.2145  4.0560  -1.9849
H  0.0824  3.6982  0.0411
H  -0.8198  2.7587  -1.1565
H  -0.4210  4.4513  -1.4700
H  4.3403  2.8031  -0.6980
H  5.9705  2.4811  1.0850
H  5.5533  0.8060  2.8626
H  3.6113  -0.6743  2.7185
H  4.1079  -2.2085  0.9575
H  4.2805  -4.3231  2.1749
H  2.2642  -5.3953  3.1179
H  0.0550  -4.4050  2.6888
H  -2.0376  -2.8019  -0.7485
H  -1.8750  -4.8921  1.4850
H  -2.7567  -5.0628  -0.0138
H  -3.2738  -3.8612  1.1497
H  0.1913  -4.7473  0.0443
H  0.3721  -3.4724  -1.1553
H  -0.7588  -4.8041  -1.4209
H  -1.7888  -3.0743  3.0002
H  -0.7539  -0.2277  3.4758
H  0.0105  -1.7325  4.0024
H  -1.5236  -1.2353  4.7011
H  -3.0606  -0.3560  2.4431
H  -3.7276  -1.6814  3.3912
H  -3.5948  -1.8276  1.6414
C  1.8166  2.7622  2.9865
C  0.3426  2.6202  2.8129
C  -0.5116  3.3159  3.6670
C  -1.8803  3.2143  3.4793
C  -2.3719  2.4702  2.4232
C  -1.4693  1.7966  1.5835
N  -0.1343  1.8579  1.8374
N  -1.7721  1.0691  0.4754
Si  -3.3443  1.3058  -0.3171
C  -3.5331  3.1816  -0.6505
C  -4.9104  0.7087  0.6006
C  -3.2444  0.3119  -1.9335
H  2.0569  3.7972  3.2247
H  2.3472  2.4595  2.0901
H  2.1536  2.1491  3.8212
H  -0.0930  3.9280  4.4484
H  -2.5576  3.7288  4.1440
H  -3.4303  2.4074  2.2404
H  -2.9217  3.7848  0.0154
H  -4.5681  3.4830  -0.5096
H  -3.2575  3.4326  -1.6699
H  -4.9708  1.0285  1.6347
H  -5.0091  -0.3707  0.5829
H  -5.7798  1.1160  0.0923
H  -2.3323  0.5235  -2.4778
H  -4.0832  0.5802  -2.5644
H  -3.2961  -0.7578  -1.7590
C  -2.4008  -0.8160  -5.7477
N  -1.4841  -0.7002  -4.6328
C  -1.2827  -1.6340  -3.7099
N  -1.9749  -2.7728  -3.7274
S  -0.0957  -1.3947  -2.5155
H  -2.3249  0.0811  -6.3562
H  -3.4304  -0.9166  -5.3944
H  -2.1445  -1.6768  -6.3705
H  -0.9213  0.1347  -4.5638
H  -2.6060  -3.0028  -4.4786
H  -1.7174  -3.4969  -3.0769

HOMO (spin up / spin down) (eV): -12.9 / -13.1
Total charge: +2
LUMO (spin up / spin down) (eV): -4.75 / -7.45
Calculated total energy (Eh): -3102.30037
Expectation value of S²: 6.047
2S+1: 5
Strongest force on any atom (Eh/bohr): 0.0362